[1]
Below is a 2-piece molecular cluster, C6H11NO5 overall at a distorted geometry, with properties calculated with the ωB97M-V functional and the def2-TZVPD basis.

Structure (ORCA input):
```
! wB97M-V def2-TZVPD RIJCOSX def2/J DEFGRID3
* xyz 0 1
N 0.754 0.626 1.145
O 1.458 -0.333 0.976
O -0.363 0.787 1.533
C 2.160 1.399 -2.856
C 1.667 2.723 -2.360
C 0.745 2.746 -1.109
C 0.597 4.270 -0.913
O -0.238 4.401 0.226
C -0.553 5.704 0.528
O -0.143 6.684 -0.065
C -1.487 5.745 1.696
O 1.261 2.034 -0.094
H 2.804 1.554 -3.715
H 2.709 0.788 -2.149
H 1.349 0.765 -3.183
H 2.514 3.384 -2.177
H 1.095 3.208 -3.150
H -0.238 2.341 -1.423
H 1.572 4.752 -0.676
H 0.130 4.715 -1.825
H -1.619 4.733 2.085
H -1.083 6.416 2.459
H -2.447 6.175 1.390
*
```

The LUMO energy (spin up / spin down) is -1.44 / -2.09 eV. Its calculated total energy is -18121.9795 eV. Its max |F| is 2.58 eV/Å. The frontier orbital gap (spin up / spin down) comes out at 8.964 / 7.774 eV.

[2]
Below is C33H39B2CrF4N5O5Te as an isolated structure at a distorted geometry, with properties calculated with the ωB97M-V functional and the def2-TZVPD basis.

Structure (ORCA input):
```
! wB97M-V def2-TZVPD RIJCOSX def2/J DEFGRID3
* xyz 1 2
Cr 1.203 1.075 -2.348
C 2.809 -2.402 -4.172
C 2.495 -1.070 -3.605
N 1.321 -0.646 -3.294
O 0.248 -1.493 -3.479
B -1.061 -1.014 -3.308
F -1.978 -1.928 -3.500
F -0.833 -0.793 -0.977
O -1.585 0.287 -3.187
N -0.760 1.280 -2.711
C -1.290 2.436 -2.528
C -2.718 2.772 -2.751
C -0.253 3.508 -2.191
N 0.917 3.014 -2.054
O 2.005 3.824 -2.056
B 2.928 3.313 -3.171
F 2.016 2.748 -4.153
F 3.667 4.344 -3.603
O 3.851 2.166 -2.805
N 3.116 1.035 -2.866
C 3.584 -0.028 -3.394
C 4.994 -0.236 -3.800
C -0.549 4.964 -2.204
H 1.936 -3.044 -4.192
H 3.602 -2.865 -3.582
H 3.192 -2.279 -5.187
H -3.333 1.878 -2.742
H -2.821 3.259 -3.725
H -3.068 3.471 -1.993
H 5.454 0.725 -4.019
H 5.080 -0.892 -4.664
H 5.536 -0.687 -2.965
H -1.615 5.164 -2.138
H -0.160 5.404 -3.125
H -0.028 5.449 -1.380
C -6.907 -0.219 1.516
C -5.425 -0.170 1.270
C -4.719 1.019 1.346
C -3.345 1.072 1.122
C -2.701 2.444 1.241
C -2.652 -0.110 0.820
Te -0.533 0.173 0.709
N 1.246 0.583 -0.587
C 2.466 0.383 0.080
O 3.455 -0.124 -0.405
C 2.462 0.761 1.528
C 1.903 1.954 1.968
C 1.946 2.286 3.315
C 2.538 1.416 4.221
C 3.107 0.226 3.779
C 3.081 -0.096 2.433
C 0.140 -1.515 1.758
C -0.153 -1.469 3.118
C -0.922 -0.363 3.801
C 0.276 -2.524 3.919
C 0.988 -3.592 3.403
C 1.454 -4.725 4.275
C 1.269 -3.592 2.039
C 0.860 -2.575 1.189
C 1.169 -2.728 -0.282
C -3.358 -1.322 0.699
C -2.727 -2.630 0.288
C -4.725 -1.325 0.937
H -7.276 0.727 1.908
H -7.156 -1.005 2.230
H -7.448 -0.435 0.593
H -5.249 1.934 1.585
H -3.469 3.211 1.149
H -1.949 2.649 0.475
H -2.212 2.594 2.207
H 1.477 2.644 1.248
H 1.524 3.222 3.656
H 2.572 1.672 5.272
H 3.579 -0.445 4.485
H 3.527 -1.013 2.070
H -1.045 0.556 3.219
H -0.408 -0.071 4.717
H -1.925 -0.704 4.063
H 0.050 -2.495 4.980
H 1.175 -4.568 5.315
H 2.539 -4.832 4.227
H 1.020 -5.670 3.946
H 1.825 -4.422 1.616
H 1.975 -3.449 -0.404
H 1.467 -1.794 -0.752
H 0.290 -3.100 -0.813
H -1.751 -2.790 0.741
H -2.595 -2.667 -0.794
H -3.371 -3.459 0.575
H -5.266 -2.262 0.856
*
```

The LUMO energy (spin up / spin down) is -3.90 / -3.85 eV. Its calculated total energy is -100477.1772 eV. The expectation value of S² is 0.76. Its max |F| is 1.70 eV/Å. The frontier orbital gap (spin up / spin down) comes out at 6.842 / 7.143 eV.

[3]
Below is a single CClNO2S2 molecule at a distorted geometry, with properties calculated with the ωB97M-V functional and the def2-TZVPD basis.

Structure (ORCA input):
```
! wB97M-V def2-TZVPD RIJCOSX def2/J DEFGRID3
* xyz 0 1
N -1.784 -0.334 -1.282
S -1.170 -0.202 0.045
O -1.735 0.118 1.299
S 0.711 -1.483 0.320
C 1.419 0.079 -0.020
O 0.772 1.099 -0.087
Cl 3.041 0.068 -0.041
*
```

The LUMO energy is -2.23 eV. Its calculated total energy is -40811.1322 eV. Its max |F| is 4.49 eV/Å. The frontier orbital gap comes out at 8.171 eV. The SMILES is N#S(=O)SC(=O)Cl.

Energy above the lowest of the compared OMol25 structures with the same formula, charge and spin readings, ordered: 2.6391, 0.4900, 2.2946 eV